This record from the OMol25 dataset describes a 2-piece molecular cluster, C3H3BrOS overall. The level of theory is ωB97M-V/def2-TZVPD.

```
! wB97M-V def2-TZVPD RIJCOSX def2/J DEFGRID3
* xyz 0 1
Br -3.20 0.34 0.06
S -1.25 -2.11 0.08
O -0.20 2.00 -0.17
C 1.30 0.02 0.00
C -1.58 -0.55 0.06
C 0.15 0.89 -0.08
H 1.88 0.12 -0.92
H 1.93 0.32 0.84
H 0.98 -1.02 0.12
*
```

Computed properties:
ΔE to the lowest compared entry with this formula, charge and spin = 33.69 kcal/mol
Kohn-Sham gap = 7.7 eV


This record from the OMol25 dataset describes C20H40CoNOP3S as an isolated structure. The level of theory is ωB97M-V/def2-TZVPD.

```
! wB97M-V def2-TZVPD RIJCOSX def2/J DEFGRID3
* xyz 3 5
Co -1.22 -0.68 0.33
S 1.35 -3.80 2.71
P -0.43 -1.66 -1.58
P -0.85 0.82 1.73
P -3.35 -0.94 0.40
O 2.84 -0.32 -0.24
N -0.39 -2.26 1.63
C 4.01 1.73 0.03
C -1.51 0.54 3.43
C 0.94 -2.43 1.76
C -4.31 -0.94 1.95
C 1.20 -1.71 -2.38
C -0.83 -3.42 -1.32
C 5.68 3.65 -2.94
C 2.92 0.93 -0.48
C 2.03 3.02 -1.48
C 6.46 2.76 -2.30
C -0.34 -4.11 3.04
C -1.13 -3.19 2.38
C -1.56 -0.88 -2.77
C -4.08 -2.45 -0.36
C 3.04 3.77 -0.86
C 1.92 1.66 -1.25
C -4.16 0.36 -0.60
C 4.02 3.11 -0.10
C 0.82 1.46 2.08
C -1.74 2.35 1.23
H -2.55 0.90 3.49
H -1.26 -1.14 -3.79
H -3.68 -0.86 2.84
H 4.81 1.19 0.53
H -1.52 0.22 -2.66
H -4.87 -1.88 2.02
H -0.70 -4.97 3.61
H -3.74 -2.58 -1.40
H 1.58 0.73 1.79
H -3.75 0.37 -1.61
H -1.69 2.44 0.14
H 3.13 4.85 -1.01
H -3.81 -3.33 0.24
H -1.25 3.22 1.69
H 0.93 1.69 3.15
H 6.94 1.94 -2.86
H 0.98 2.36 1.48
H 1.08 1.06 -1.61
H 1.34 3.51 -2.18
H 0.28 -0.94 -0.32
H 4.85 3.68 0.32
H -4.01 1.34 -0.14
H 1.89 -2.22 -1.71
H -5.24 0.14 -0.65
H -0.12 -3.87 -0.61
H 5.27 4.52 -2.42
H -0.77 -3.95 -2.28
H -1.85 -3.54 -0.92
H 1.57 -0.69 -2.49
H 6.69 2.86 -1.23
H 1.70 -1.86 1.21
H 5.49 3.55 -4.02
H -1.49 -0.53 3.67
H -0.91 1.08 4.16
H -5.17 -2.33 -0.36
H -2.60 -1.20 -2.61
H -2.78 2.31 1.56
H -5.03 -0.11 1.94
H -2.23 -3.13 2.37
H 1.16 -2.21 -3.36
*
```

Computed properties:
Kohn-Sham gap (spin up / spin down) = 8.6 / 1.8 eV


This record from the OMol25 dataset describes a 3-piece molecular cluster, C35H50F9N4O6PS overall. The level of theory is ωB97M-V/def2-TZVPD.

```
! wB97M-V def2-TZVPD RIJCOSX def2/J DEFGRID3
* xyz 0 3
S 1.28 -6.35 -1.01
P 0.44 -4.63 -1.30
F -3.19 -9.78 1.29
F -3.19 -8.60 -1.07
F -1.41 -7.74 0.19
F -3.34 -8.99 3.74
F -4.58 -6.55 -1.39
F -4.17 -6.79 3.41
F -1.85 -7.29 3.03
F -4.24 -5.63 0.73
F -5.12 -8.39 1.19
O -0.89 -3.81 3.09
O 1.47 -3.47 -0.42
O -0.54 -3.57 1.83
O 0.49 -4.03 -2.95
O 1.37 -0.46 -2.44
O 2.07 4.99 0.97
N -1.17 -6.87 -3.27
N 2.23 5.33 2.33
N -1.81 -1.49 -0.49
N 1.96 0.74 -1.99
C -3.61 -8.33 1.35
C -1.31 -4.42 -0.46
C -6.26 -1.26 2.01
C -2.87 -7.63 0.05
C -2.53 -5.16 -1.23
C 3.55 1.14 -3.94
C -4.84 -2.67 -0.03
C -7.49 -2.62 -1.91
C -6.10 -3.33 -2.40
C 0.55 7.16 1.71
C -1.84 -6.11 -2.44
C 3.61 4.92 2.73
C 4.71 5.93 2.28
C 4.22 1.68 -1.55
C 3.67 4.72 4.26
C 1.08 1.87 -2.47
C 2.75 2.37 -4.34
C 1.35 3.15 -1.62
C -6.24 -1.95 0.52
C 1.29 2.20 -3.97
C 3.38 0.74 -2.45
C 1.53 7.12 3.95
C -3.42 -4.10 -2.18
C 4.03 3.51 2.18
C -1.42 -2.75 -0.43
C 3.00 7.73 1.98
C -1.06 -4.78 1.11
C -7.61 -1.89 -0.43
C 4.10 -0.65 -2.27
C -3.22 -7.80 2.82
C 4.36 7.38 2.56
C 1.87 6.78 2.47
C -0.44 1.60 -2.23
C -4.70 -3.40 -1.48
C -3.48 -6.19 -0.41
H 0.54 3.88 -1.73
H 5.17 -0.57 -2.47
H 0.26 8.20 1.92
H 4.18 1.35 -0.50
H -1.04 2.48 -2.48
H 1.34 -2.56 -0.83
H -0.48 -3.14 3.71
H 0.66 7.10 0.62
H 2.97 3.95 4.59
H -0.24 -5.61 1.32
H 0.75 3.12 -4.23
H -2.72 -3.34 -2.78
H 4.88 5.83 1.19
H 3.72 -1.41 -2.95
H -8.62 -1.36 -0.10
H -2.00 -5.09 1.73
H -0.47 -3.73 -3.12
H -0.28 6.52 2.02
H 4.61 1.31 -4.17
H 4.99 3.19 2.62
H 2.41 7.25 4.58
H 2.25 3.69 -1.92
H -6.87 -1.88 2.81
H 3.28 2.75 2.43
H 4.38 7.57 3.64
H -0.83 0.79 -2.86
H 2.76 8.77 2.23
H 4.18 3.51 1.10
H 3.92 2.72 -1.58
H 3.98 -1.02 -1.24
H 3.47 5.62 4.84
H 0.99 8.06 4.03
H 3.23 0.31 -4.59
H -3.86 -4.78 -3.06
H 0.90 6.34 4.39
H 2.84 2.52 -5.43
H 5.12 8.03 2.12
H 5.28 1.67 -1.85
H -5.12 -1.10 2.33
H -3.93 -2.67 0.69
H 3.07 7.69 0.88
H 1.42 2.91 -0.55
H -6.09 -3.80 -3.49
H -6.72 -0.17 1.87
H -8.44 -2.57 -2.61
H -0.64 1.36 -1.18
H 3.18 3.27 -3.87
H 5.66 5.69 2.75
H 0.86 1.40 -4.59
H 4.67 4.40 4.58
*
```

Computed properties:
Kohn-Sham gap = 7.9 eV


M? In order: 167.027; 494.468; 856.830 g/mol.
Energy? In order: -86082.064; -101224.900; -99907.263 eV.